[1]
{"formula": "C17H13MnN7O8Se", "method": "ωB97M-V/def2-TZVPD", "relative_energy_kj_mol": 0.00, "multiplicity": 2, "gap_ev": [6.3, 6.2], "species": ["Se", "Mn", "O", "O", "O", "O", "O", "O", "O", "O", "N", "N", "N", "N", "N", "N", "N", "C", "C", "C", "C", "C", "C", "C", "C", "C", "C", "C", "C", "C", "C", "C", "C", "C", "H", "H", "H", "H", "H", "H", "H", "H", "H", "H", "H", "H", "H"], "coordinates": [[2.17943, -1.10383, -3.28430], [-1.68323, -0.89972, -0.14497], [2.27177, -1.46873, 6.44628], [0.24422, 5.40343, -2.42336], [-2.30301, -3.50070, 2.85346], [-2.26184, -2.24929, 1.02834], [2.68316, 1.34739, 2.33384], [-0.47125, -0.11915, 1.05371], [0.87312, -3.10309, 6.36153], [0.70931, 2.15243, 2.04183], [-0.94050, -2.27842, -1.39579], [1.36735, -2.08766, 5.91465], [-1.61338, 0.78159, -1.22859], [1.47120, 1.26801, 2.38682], [-0.28913, 2.71966, -1.95296], [1.81321, -2.78443, -3.69407], [0.80860, -0.91082, -2.18608], [-0.19191, -2.22642, 4.01424], [-0.33242, 3.23745, -3.32233], [0.89387, 0.03687, 2.93218], [0.09474, -4.38152, -3.03499], [-0.69117, -1.77344, 2.80421], [-1.83721, -2.57706, 2.21808], [0.73054, -3.10238, -3.01430], [1.41604, -0.43331, 4.10888], [-0.66320, 4.71988, -3.26360], [-1.47162, -3.47248, -1.43512], [0.17802, -2.06163, -2.17954], [0.54759, 3.47110, -1.00273], [-0.99170, -4.54671, -2.24929], [0.84913, -1.57405, 4.64838], [0.16618, 4.93604, -1.08457], [-0.13818, -0.61077, 2.20592], [-0.99286, 1.69607, -1.56906], [0.64765, 3.09269, -3.78432], [0.41038, 3.06687, -0.00148], [2.23284, 0.07266, 4.60175], [-0.85036, 5.08164, -0.69805], [0.49788, -5.17095, -3.65417], [-0.63678, -3.10839, 4.45217], [-0.57969, 5.16555, -4.25367], [1.59301, 3.33920, -1.29134], [-1.51493, -5.49071, -2.20051], [-2.31118, -3.63289, -0.76923], [-1.07961, 2.68714, -3.89151], [0.85598, 5.53866, -0.49729], [-1.69005, 4.85423, -2.89905]], "atomic_forces_ev_per_a": [[0.04, 0.00, 0.01], [0.02, -0.03, 0.08], [-0.01, 0.01, 0.01], [0.00, 0.00, -0.01], [0.00, 0.00, 0.01], [-0.02, 0.03, 0.01], [0.01, 0.00, 0.00], [-0.04, 0.00, -0.03], [-0.01, 0.00, 0.01], [0.00, -0.01, 0.02], [0.02, 0.02, -0.04], [0.03, -0.02, -0.02], [-0.02, 0.04, 0.06], [-0.02, -0.01, 0.01], [-0.01, 0.02, 0.06], [-0.03, 0.01, -0.02], [-0.01, 0.00, -0.02], [0.00, 0.00, 0.01], [0.01, -0.01, 0.01], [0.02, 0.02, 0.00], [0.01, 0.00, 0.00], [-0.02, 0.01, 0.00], [0.04, -0.01, -0.02], [0.01, -0.02, 0.02], [-0.01, 0.01, 0.02], [0.00, 0.01, 0.00], [0.00, -0.02, 0.01], [-0.01, -0.01, -0.01], [-0.01, 0.00, 0.00], [-0.01, 0.00, 0.00], [0.00, 0.00, 0.00], [0.00, 0.00, 0.00], [0.00, -0.01, -0.01], [0.02, -0.03, -0.15], [0.00, 0.00, 0.00], [0.00, 0.01, -0.01], [0.00, 0.00, 0.00], [0.00, 0.00, 0.00], [0.00, 0.00, 0.00], [0.00, 0.00, 0.00], [0.00, 0.00, 0.00], [0.01, 0.00, 0.00], [-0.01, 0.00, 0.00], [0.00, 0.00, -0.01], [0.00, 0.00, 0.00], [0.00, 0.00, 0.00], [0.00, 0.00, 0.00]], "mulliken_charge": [0.3080, 0.3590, -0.6439, -0.3702, -0.6942, -0.6626, -0.5956, -0.5945, -0.6207, -0.5830, -0.0633, 1.0413, -0.4681, 0.9374, 0.0099, -0.7899, -0.3605, -0.6221, -0.5711, 0.1196, -0.4246, -0.0638, 0.5199, 0.6373, -0.4455, -0.5761, 0.0537, 0.4329, -0.1951, -0.7621, -0.3862, -0.6493, 0.9205, 0.7000, 0.2706, 0.2050, 0.5567, 0.3579, 0.4545, 0.6087, 0.3432, 0.2261, 0.3895, 0.5506, 0.4425, 0.3579, 0.3397]}

***

[2]
{"formula": "C17H14Cl37FIN3O3P", "method": "ωB97M-V/def2-TZVPD", "charge": 1, "gap_ev": 8.5, "species": ["I", "Cl", "Cl", "Cl", "Cl", "Cl", "Cl", "Cl", "Cl", "Cl", "Cl", "Cl", "Cl", "Cl", "Cl", "Cl", "Cl", "Cl", "Cl", "Cl", "Cl", "Cl", "Cl", "Cl", "Cl", "Cl", "Cl", "Cl", "Cl", "Cl", "Cl", "Cl", "Cl", "Cl", "Cl", "Cl", "Cl", "Cl", "P", "F", "O", "O", "O", "N", "N", "N", "C", "C", "C", "C", "C", "C", "C", "C", "C", "C", "C", "C", "C", "C", "C", "C", "C", "H", "H", "H", "H", "H", "H", "H", "H", "H", "H", "H", "H", "H", "H"], "coordinates": [[-0.39444, -0.20470, 1.35243], [3.90427, -6.34339, 2.94957], [-10.32590, -4.89211, -0.04406], [-4.32516, -4.68860, -5.12049], [2.82247, 2.79337, 8.82400], [3.01243, 6.46565, -0.19869], [-12.24844, -3.41931, 1.52672], [-1.09778, -4.30919, 1.01619], [-3.77427, -3.23556, 0.89180], [-4.78206, -3.59876, -2.40590], [-1.48601, -4.17293, -4.96882], [0.68520, 4.10278, 7.39014], [-2.62674, -5.27695, -7.38326], [0.33305, 3.38164, 10.16368], [3.68073, 3.56537, -0.44041], [2.26253, 8.54469, 7.33417], [-0.79662, 7.78675, -2.62832], [5.83807, -7.75096, 1.33956], [-3.16359, -5.75056, -0.38561], [-6.95560, -5.39707, -3.04984], [-7.40333, -3.17031, -1.26602], [5.07217, 8.43501, 0.28338], [6.19348, -4.93837, 1.88574], [0.30957, 6.73163, 6.21107], [-3.15778, 6.15112, -2.89968], [-0.61365, 4.91386, -2.32269], [-1.94677, 6.50223, -0.30723], [-9.84706, -2.11083, 0.59720], [3.13666, 6.03622, 6.20785], [-11.92224, -2.82741, -1.28026], [4.08468, -5.81388, 0.11099], [0.43064, 1.31847, 8.14362], [4.17679, 6.72585, 2.42963], [2.44240, 8.80700, 1.41064], [-6.96903, -2.69504, -4.07852], [-2.10400, -3.27534, -1.48408], [2.15825, 8.12070, 4.47831], [-3.17132, -2.53578, -6.65632], [3.89451, 1.53726, -0.81597], [3.02373, -3.32006, 2.88151], [1.14866, 1.97485, -3.09216], [1.58398, 3.44030, -4.65752], [5.11798, 1.02367, 0.15663], [2.41148, 0.78520, -0.08823], [0.72946, -0.91142, -0.21834], [2.25163, -0.86030, -1.82596], [1.86268, -2.29732, -1.65606], [2.41539, -2.70735, 0.68422], [5.00686, -6.21307, 1.57728], [-2.90690, -4.17087, -6.03510], [-11.08753, -3.31417, 0.19929], [1.06683, 2.89948, 8.63100], [1.83347, -0.22385, -0.61994], [1.42934, -0.38635, -2.98560], [-1.62763, 6.34518, -2.03776], [2.28317, -2.37348, 2.18781], [3.67645, 7.61076, 0.98313], [-6.52851, -3.71442, -2.70191], [0.78229, 2.80845, -4.14185], [1.96328, 0.89621, -3.65463], [1.96873, 7.35703, 6.06100], [1.20550, -2.30900, -0.21150], [-2.54868, -4.14740, 0.00856], [1.07296, -2.66439, -2.31560], [4.92367, 0.13295, 0.48744], [0.39818, -0.14671, -2.68585], [3.03650, 1.04819, -3.50865], [2.80837, -1.42324, 2.36613], [2.06693, 1.16689, 0.79583], [3.33470, -2.22619, 0.31353], [1.40387, -1.15285, -3.76416], [1.77394, 0.89228, -4.73493], [-0.27255, 2.86800, -4.45303], [2.76725, -2.90861, -1.68456], [1.25956, -2.36293, 2.56802], [0.48372, -3.13671, -0.19371], [2.55515, -3.79129, 0.55513]], "atomic_forces_ev_per_a": [[0.02, -0.03, -0.08], [0.05, -0.02, -0.11], [-0.04, 0.07, 0.03], [0.37, -0.32, -0.82], [-0.07, 0.00, -0.03], [-0.15, 0.48, 0.03], [0.08, 0.02, -0.06], [-0.24, -0.30, 0.30], [0.17, -0.02, -0.06], [-0.91, 0.37, 0.38], [0.02, 0.00, 0.02], [0.01, -0.58, 0.45], [0.04, 0.08, 0.10], [0.04, -0.03, -0.10], [0.00, -1.54, 0.63], [-0.04, -0.10, -0.06], [-0.01, -0.15, 0.07], [-0.06, 0.12, -0.03], [0.18, 0.14, 0.04], [0.04, 0.06, 0.01], [0.13, -0.06, -0.18], [-0.10, -0.06, 0.02], [-0.08, -0.02, -0.04], [0.12, 0.51, -0.28], [0.07, -0.02, 0.02], [0.00, 0.11, 0.14], [0.08, -0.02, -0.06], [-0.11, 0.01, 0.09], [0.01, 0.09, -0.05], [0.07, -0.02, 0.07], [0.06, -0.13, -0.08], [0.03, 0.03, 0.02], [0.15, -0.10, -0.30], [0.06, -0.09, -0.21], [0.01, -0.04, 0.10], [0.53, -0.02, 0.31], [-0.26, 0.03, 0.42], [0.03, -0.05, 0.06], [1.15, 0.22, -1.91], [-0.19, -0.02, 0.16], [-0.38, -0.54, -0.48], [3.18, 2.73, -2.61], [-1.53, 0.43, 0.23], [0.79, 1.75, 1.23], [0.25, 0.17, 2.26], [-0.23, -0.35, -0.53], [-0.57, -0.04, 1.61], [-0.91, 0.78, 0.94], [0.09, -0.11, 0.21], [-0.22, -0.08, -0.17], [-0.09, -0.06, -0.02], [-0.04, -0.02, -0.02], [-1.47, -1.85, -2.16], [0.70, 1.52, -1.01], [-0.13, 0.14, -0.04], [0.98, -0.26, -0.65], [0.14, 0.06, 0.07], [-0.07, 0.07, 0.06], [-2.18, -1.38, 2.05], [-0.73, -0.15, 0.42], [-0.03, 0.17, -0.01], [2.14, -1.75, -1.87], [-0.22, -0.09, 0.04], [0.48, 0.42, -0.46], [0.34, 0.04, 0.10], [0.18, -0.41, 0.04], [-0.25, 0.10, 0.15], [-0.59, 0.04, 0.22], [-0.32, -0.27, -0.13], [-0.18, -0.16, 0.02], [0.22, -0.17, 0.48], [0.13, -0.36, 0.22], [-0.14, -0.52, 0.66], [-0.34, -0.06, -0.18], [0.15, -0.07, -0.02], [-0.28, 1.28, 0.20], [-0.15, 0.41, 0.14]], "mulliken_charge": [0.1975, -0.0756, -0.0803, -0.0033, -0.1029, -0.0409, -0.0917, -0.0634, -0.0361, 0.0868, -0.0776, -0.0175, -0.0861, -0.0929, -0.0849, -0.0842, -0.0813, -0.0855, -0.0408, -0.0975, -0.0458, -0.0825, -0.0997, -0.1316, -0.0981, -0.0363, -0.0796, -0.1091, -0.1062, -0.0889, -0.1098, -0.1084, -0.0872, -0.1138, -0.0624, -0.0461, -0.0015, -0.1095, 0.3837, -0.2701, -0.0185, -0.3790, -0.4404, 0.1318, -0.5485, 0.0989, -1.0235, -0.1850, 0.3545, 0.2595, 0.3660, 0.3146, 0.2158, -0.5297, 0.2823, -0.3562, 0.3515, 0.1659, -0.3124, -1.0045, 0.3288, 0.7215, 0.2709, 0.2959, 0.3499, 0.3749, 0.3568, 0.1783, 0.1966, 0.4199, 0.6158, 0.5317, 0.5884, 0.4486, 0.1728, -0.2759, 0.0436]}

***

[3]
{"formula": "C17H14ClNO4", "method": "ωB97M-V/def2-TZVPD", "relative_energy_kj_mol": 1190.90, "gap_ev": 7.7, "species": ["Cl", "O", "O", "O", "O", "N", "C", "C", "C", "C", "C", "C", "C", "C", "C", "C", "C", "C", "C", "C", "C", "C", "C", "H", "H", "H", "H", "H", "H", "H", "H", "H", "H", "H", "H", "H", "H"], "coordinates": [[-0.61080, -2.70608, -1.51055], [-0.90693, 2.05813, 1.39746], [3.89018, -0.71060, 1.22189], [2.35894, -2.55541, -0.42421], [0.82664, 0.35094, 2.46371], [2.68385, 0.73846, 0.06251], [-1.06874, -0.62179, 1.48860], [-3.10726, -1.31239, 0.67657], [-0.76548, -0.13549, -2.16698], [1.67934, 0.70696, -0.77622], [-0.32651, 1.12578, -2.02745], [-1.72666, 0.92311, 1.29195], [-1.97943, -1.61830, 1.33312], [2.99261, -0.38121, 0.58103], [1.82334, -1.30883, 0.24406], [1.45009, 3.03096, -1.35668], [-0.04000, -1.20879, -1.63390], [-2.92611, 0.94652, 0.48171], [1.07955, -1.74059, 1.54825], [1.09605, -0.72795, -0.75764], [-3.69932, -0.11149, 0.49306], [1.04428, 1.61452, -1.47317], [0.28594, -0.58784, 1.72757], [-3.83493, -2.46851, 0.61392], [1.80340, -2.11011, 2.37436], [-0.78301, 2.02673, -2.88440], [0.33534, -2.71698, 1.41973], [-4.57277, -0.02296, -0.05806], [-1.56716, -2.38448, 1.51359], [-0.13742, 1.74593, 1.99286], [0.84141, 3.66797, -2.27642], [-1.63492, -0.27448, -2.89647], [1.78401, -3.39810, -0.78767], [-3.22738, 2.11155, 0.07889], [3.16033, 1.41483, 0.16909], [1.37039, 3.63672, -0.39428], [2.40910, 3.00328, -1.74983]], "atomic_forces_ev_per_a": [[-1.18, -3.44, -0.11], [-1.12, -2.83, 0.86], [4.39, -0.92, 2.97], [0.40, -2.35, -0.44], [-1.38, -1.25, -2.91], [-5.46, -5.56, -2.10], [-3.70, 7.78, -0.53], [-5.10, -7.43, 1.44], [-1.29, -0.65, -2.14], [-4.79, -5.87, -1.83], [2.72, 5.79, -3.03], [2.70, -1.99, -2.24], [-2.02, 10.50, -2.94], [-2.68, -4.44, 0.00], [1.29, -7.88, 0.91], [-3.25, 2.83, -2.72], [4.41, 5.54, 4.05], [3.52, 7.91, 2.26], [0.69, -4.88, -0.80], [-3.93, 4.23, -4.83], [-0.38, -1.67, -2.09], [-5.42, 0.62, -0.61], [1.46, 3.01, 7.10], [1.81, 3.95, -0.19], [-1.06, 1.43, -1.35], [1.01, -2.83, 3.09], [2.13, 2.41, -0.38], [-1.94, -0.26, -0.56], [4.11, -11.51, 2.09], [-0.85, 0.12, -0.78], [1.55, -1.54, 2.81], [1.18, -0.14, 1.41], [1.22, 3.97, 1.91], [0.60, -3.64, 1.23], [8.13, 11.56, 1.90], [-0.06, -1.26, -1.12], [2.32, 0.71, -0.31]], "mulliken_charge": [-0.1898, -0.5872, -0.5878, -0.6598, -0.8190, 0.1045, 0.3865, -0.0245, -0.6216, 0.2510, -0.6456, -0.0027, -1.3565, -0.2233, 2.1347, -1.3205, 0.8122, -0.2129, -0.7161, -0.8284, -0.6450, 0.7657, 0.7533, 0.0830, 0.4606, 0.0484, 0.1066, 0.4352, 1.1502, 0.5279, 0.2871, 0.2849, 0.4019, 0.2034, -0.5059, 0.2288, 0.5209]}

***

[4]
{"formula": "C17H14F5N2O5STe2V", "method": "ωB97M-V/def2-TZVPD", "relative_energy_kj_mol": 270.39, "charge": -1, "multiplicity": 2, "gap_ev": [6.8, 7.3], "species": ["Te", "Te", "V", "S", "F", "F", "F", "F", "F", "O", "O", "O", "O", "O", "N", "N", "C", "C", "C", "C", "C", "C", "C", "C", "C", "C", "C", "C", "C", "C", "C", "C", "C", "H", "H", "H", "H", "H", "H", "H", "H", "H", "H", "H", "H", "H", "H"], "coordinates": [[-0.73380, -1.45060, -2.23550], [-0.86407, 1.18510, -0.31488], [0.65436, -1.87597, 0.23686], [5.25589, -2.61037, 0.09829], [0.70249, -1.86220, -3.40543], [-0.53869, 0.19561, -3.28189], [-0.20454, -3.30113, -1.71738], [-1.64245, -2.13783, -3.82852], [-1.16922, -1.96839, 0.35459], [0.86636, -0.96100, -1.09725], [0.69381, -1.57350, 2.21162], [-0.15561, -2.45630, 4.15930], [-0.90364, -4.66015, 2.55662], [0.68490, -3.80376, 1.10793], [2.77301, -1.93197, 0.36993], [3.11268, -4.20771, -0.08983], [-2.89053, 0.79051, -0.95374], [-3.97850, 4.18784, 0.26256], [5.24940, 1.40609, 0.65367], [3.53911, -2.96416, 0.12254], [-5.25135, 4.29434, -0.27423], [5.77466, 0.13910, 0.46174], [-3.19859, 3.05850, 0.02511], [3.51192, -0.75605, 0.50929], [-4.97467, 2.15246, -1.32418], [-5.74733, 3.27637, -1.07976], [-1.82695, 2.90513, 0.61797], [3.00118, 0.51608, 0.73368], [-3.70445, 2.03459, -0.76630], [0.12290, -2.44929, 2.99136], [4.89238, -0.92578, 0.38236], [-0.13458, -3.85372, 2.11544], [3.87539, 1.58726, 0.78882], [-3.57636, 4.98601, 0.87699], [-5.36083, 1.35641, -1.95002], [-6.73638, 3.35915, -1.51255], [-1.90075, 2.74182, 1.69400], [6.84140, -0.02086, 0.37513], [1.93617, 0.65606, 0.86166], [-3.28197, -0.01498, -0.33120], [3.47464, 2.58009, 0.94594], [3.76042, -4.93640, -0.32019], [5.91038, 2.26170, 0.69565], [-1.23628, 3.80761, 0.46436], [-2.88049, 0.45787, -1.98943], [-5.85438, 5.16952, -0.06669], [2.11297, -4.38311, -0.13439]], "atomic_forces_ev_per_a": [[-0.80, -1.05, -5.35], [-0.97, 1.93, 0.74], [-0.11, -3.64, 5.53], [-0.06, 0.03, -0.01], [0.26, 0.09, 0.36], [-0.27, 0.07, 0.47], [0.11, 0.36, 0.79], [-0.44, -0.02, 0.73], [0.25, 0.16, -0.19], [0.89, 1.12, -0.64], [0.24, 1.48, -0.71], [0.34, 1.17, -0.02], [0.31, -0.69, -0.92], [-0.33, 0.02, -1.85], [0.10, -0.17, -0.12], [-0.12, 0.13, -0.24], [0.11, -0.35, 0.05], [0.03, 0.01, 0.04], [0.05, 0.03, 0.00], [0.19, 0.06, 0.17], [0.04, 0.01, -0.01], [0.00, -0.04, 0.01], [-0.01, -0.02, -0.13], [0.19, -0.11, -0.03], [-0.05, 0.05, -0.01], [0.00, -0.01, 0.03], [0.22, -0.03, 0.24], [-0.06, -0.08, -0.01], [0.04, 0.01, 0.03], [-0.70, -2.91, -1.30], [0.00, -0.04, 0.02], [0.42, 2.61, 2.17], [-0.09, -0.03, 0.05], [-0.04, 0.00, 0.01], [0.02, -0.01, 0.01], [0.00, -0.01, -0.01], [0.05, -0.07, -0.01], [0.00, 0.04, -0.04], [0.00, 0.05, 0.02], [0.06, -0.07, -0.04], [0.03, 0.01, 0.00], [-0.01, 0.01, -0.05], [0.01, -0.02, 0.03], [0.08, -0.06, -0.07], [-0.03, 0.10, -0.05], [0.01, 0.01, -0.04], [0.03, -0.15, 0.34]], "mulliken_charge": [1.0256, 0.5483, 1.1539, -0.3656, -0.3943, -0.4471, -0.5618, -0.4806, -0.4009, -0.6955, -0.4988, -0.6110, -0.6276, -0.6159, 0.3975, -0.2905, -1.0176, -0.6434, -0.4759, 0.7073, -0.5228, -0.4882, 0.4808, -0.0828, -0.6208, -0.5049, -1.2633, -0.1194, 0.4116, 0.6020, 0.4252, 0.5284, -0.7910, 0.4087, 0.4333, 0.3793, 0.4046, 0.3740, 0.2421, 0.4195, 0.3929, 0.2027, 0.3663, 0.4809, 0.5613, 0.3769, 0.1965]}

***

Going through the records in order, we get max |F| values of 0.16 4.94 14.26 6.62 eV/Å.